<i>
Computed, not measured: an isolated molecule of C3H4O, with ωB97M-V/def2-TZVPD.

The frontier orbital gap comes out at 10.8446 eV. Its total charge is 0. The calculation puts the LUMO energy at 0.72 eV. Its multiplicity is 1. Its SMILES is C#CCO.

CARTESIAN COORDINATES (ANGSTROEM)
C (-0.445, -0.329, 0.599)
C (-0.096, 0.210, -0.729)
C (-0.132, 0.377, -1.956)
H (0.953, 0.792, 1.623)
H (-1.302, 0.279, 0.950)
H (-0.690, -1.448, 0.497)
H (-0.242, 0.192, -3.135)
O (0.665, -0.171, 1.572)

<ii>
Computed, not measured: an isolated molecule of C3H4O, with ωB97M-V/def2-TZVPD.

The frontier orbital gap comes out at 10.8314 eV. Its total charge is 0. The calculation puts the LUMO energy at 0.76 eV. Its multiplicity is 1. Its SMILES is C#CCO.

CARTESIAN COORDINATES (ANGSTROEM)
C (-0.675, 0.422, -0.056)
C (0.744, 0.032, -0.186)
C (1.879, -0.422, -0.113)
H (-1.548, -0.992, 0.769)
H (-0.918, 1.065, 0.816)
H (-0.902, 1.154, -0.958)
H (2.924, -0.550, -0.014)
O (-1.504, -0.710, -0.257)

<iii>
Computed, not measured: an isolated molecule of C3H4O, with ωB97M-V/def2-TZVPD.

The frontier orbital gap comes out at 11.1129 eV. Its total charge is 0. The calculation puts the LUMO energy at 0.87 eV. Its multiplicity is 1. Its SMILES is C#CCO.

CARTESIAN COORDINATES (ANGSTROEM)
C (-0.668, 0.488, -0.038)
C (0.694, 0.044, -0.162)
C (1.842, -0.306, -0.075)
H (-1.396, -1.206, 0.465)
H (-0.743, 0.970, 0.931)
H (-0.868, 1.298, -0.801)
H (2.782, -0.716, -0.127)
O (-1.643, -0.572, -0.193)

Tell me which of them is the most stable. Sure, it is <iii>.

<i>
Computed, not measured: a cluster of 2 separate species, C6H15N2S in total, with ωB97M-V/def2-TZVPD.

The frontier orbital gap comes out at 8.7218 eV. Its total charge is +1. The calculation puts the LUMO energy at -3.32 eV. Its multiplicity is 1.

CARTESIAN COORDINATES (ANGSTROEM)
C (-2.024, 1.793, -0.753)
C (-2.847, 1.361, 0.208)
C (1.394, -0.351, -0.191)
C (2.490, -0.482, -1.096)
C (2.071, 1.831, 0.924)
C (-1.812, -2.856, 0.379)
N (1.212, 0.662, 0.671)
N (0.398, -1.340, -0.235)
S (-1.230, -1.142, 0.526)
H (-1.297, 2.537, -0.570)
H (-2.330, 1.712, -1.745)
H (-3.872, 0.842, 0.021)
H (-2.671, 1.635, 1.253)
H (3.097, -1.277, -0.813)
H (2.150, -0.888, -2.121)
H (3.097, 0.419, -1.123)
H (2.678, 1.734, 1.753)
H (2.788, 2.074, 0.075)
H (1.433, 2.627, 1.094)
H (-1.620, -3.074, 1.445)
H (-2.832, -2.963, 0.038)
H (-1.101, -3.462, -0.193)
H (0.418, 0.637, 1.338)
H (0.411, -2.027, -0.884)

<ii>
Computed, not measured: the ion C6H15N2S with charge +1, with ωB97M-V/def2-TZVPD.

The frontier orbital gap comes out at 10.2716 eV. Its total charge is +1. The calculation puts the LUMO energy at -2.93 eV. Its multiplicity is 1. Its SMILES is CC[N@@H+]1CCS[C@]1(C)N.

CARTESIAN COORDINATES (ANGSTROEM)
C (0.270, 1.527, -0.520)
C (1.723, 1.804, -0.215)
C (0.975, -0.716, -0.087)
C (0.869, -1.791, 0.905)
C (-2.609, 0.475, 0.465)
C (-1.481, -0.315, -0.133)
N (0.972, -1.127, -1.468)
N (-0.170, 0.346, 0.152)
S (2.408, 0.208, 0.368)
H (-0.413, 2.356, -0.017)
H (-0.027, 1.453, -1.483)
H (2.250, 2.163, -1.068)
H (1.674, 2.544, 0.613)
H (0.534, -1.414, 1.956)
H (1.865, -2.196, 1.091)
H (0.184, -2.558, 0.671)
H (-2.187, 0.442, 1.471)
H (-2.791, 1.341, -0.013)
H (-3.422, -0.140, 0.452)
H (-1.465, -0.643, -1.189)
H (-1.391, -1.314, 0.363)
H (0.728, -2.132, -1.570)
H (1.831, -0.885, -1.941)
H (-0.327, 0.575, 1.194)

Tell me which of them is the most stable. Sure, it is <ii>.

<i>
Computed, not measured: a cluster of 4 separate species, CH10NO4 in total, with ωB97M-V/def2-TZVPD.

The frontier orbital gap comes out at 8.1967 eV. Its total charge is -1. The calculation puts the LUMO energy at 4.11 eV. Its multiplicity is 1.

CARTESIAN COORDINATES (ANGSTROEM)
N (-1.591, -0.877, 1.029)
C (-0.135, -0.513, 1.075)
O (0.526, -0.236, -0.047)
H (-2.068, -0.470, 1.861)
H (-2.124, -0.732, 0.200)
H (-0.197, 0.367, 1.774)
H (0.214, -1.416, 1.588)
H (-0.828, -0.623, -2.645)
H (-0.247, 0.007, -1.162)
O (-0.846, 0.142, -2.065)
H (-0.697, 2.439, -1.431)
H (-0.068, 2.660, -0.130)
O (-0.563, 3.080, -0.783)
H (2.032, -1.079, 0.419)
H (2.370, -1.413, 1.786)
O (2.578, -1.802, 0.905)

<ii>
Computed, not measured: a cluster of 4 separate species, CH10NO4 in total, with ωB97M-V/def2-TZVPD.

The frontier orbital gap comes out at 8.2813 eV. Its total charge is -1. The calculation puts the LUMO energy at 4.12 eV. Its multiplicity is 1.

CARTESIAN COORDINATES (ANGSTROEM)
N (0.076, -2.051, 0.213)
C (-0.585, -1.183, -0.836)
O (-0.384, 0.166, -0.615)
H (-0.214, -1.665, 1.121)
H (1.037, -2.163, 0.105)
H (-1.675, -1.276, -0.684)
H (-0.167, -1.449, -1.790)
H (-1.429, 1.388, 1.895)
H (-1.439, 0.492, 0.812)
O (-1.899, 0.623, 1.674)
H (0.299, 1.584, 0.117)
H (-0.222, 2.821, -0.439)
O (0.404, 2.507, 0.253)
H (1.375, -0.220, -0.790)
H (2.466, 0.596, -0.242)
O (2.358, -0.171, -0.793)

Tell me which of them is the most stable. Sure, it is <ii>.

<i>
Computed, not measured: the ion C6H12N3O with charge +1, with ωB97M-V/def2-TZVPD.

The frontier orbital gap comes out at 8.1513 eV. Its total charge is +1. The calculation puts the LUMO energy at -4.87 eV. Its multiplicity is 1. Its SMILES is CCOCCn1c[nH+]cn1.

CARTESIAN COORDINATES (ANGSTROEM)
C (-3.060, -0.901, 0.085)
C (-2.510, -0.675, -1.474)
O (-1.108, -1.188, -1.626)
C (-0.176, -0.124, -1.197)
C (1.369, -0.637, -0.943)
N (1.829, -0.015, 0.391)
C (1.918, 1.523, 0.471)
N (2.365, 1.758, 1.900)
C (2.504, 0.400, 2.558)
N (2.143, -0.686, 1.567)
H (-2.876, 0.149, 0.621)
H (-2.344, -1.664, 0.626)
H (-4.189, -1.206, 0.137)
H (-3.231, -1.285, -2.171)
H (-2.530, 0.486, -1.727)
H (-0.552, 0.299, -0.149)
H (-0.182, 0.789, -1.964)
H (1.484, -1.817, -0.932)
H (2.118, -0.256, -1.777)
H (1.680, 2.272, -0.403)
H (2.523, 2.679, 2.364)
H (2.824, 0.097, 3.643)

<ii>
Computed, not measured: the ion C6H12N3O with charge +1, with ωB97M-V/def2-TZVPD.

The frontier orbital gap comes out at 9.7723 eV. Its total charge is +1. The calculation puts the LUMO energy at -4.01 eV. Its multiplicity is 1. Its SMILES is CCCOCc1n[nH]c[nH+]1.

CARTESIAN COORDINATES (ANGSTROEM)
C (2.069, -1.557, 0.455)
C (2.402, -0.120, -0.111)
C (1.399, 1.001, 0.409)
O (0.685, 1.475, -0.743)
C (-0.622, 1.935, -0.423)
C (-1.544, 0.694, -0.248)
N (-2.424, 0.699, 0.750)
N (-3.022, -0.508, 0.616)
C (-2.548, -1.229, -0.410)
N (-1.578, -0.466, -1.026)
H (1.221, -1.959, -0.169)
H (1.721, -1.444, 1.514)
H (2.930, -2.255, 0.367)
H (3.462, 0.167, 0.109)
H (2.319, -0.178, -1.227)
H (0.754, 0.538, 1.198)
H (2.037, 1.780, 0.899)
H (-0.632, 2.494, 0.549)
H (-0.958, 2.624, -1.237)
H (-3.760, -0.751, 1.279)
H (-2.890, -2.244, -0.699)
H (-1.021, -0.696, -1.852)

<iii>
Computed, not measured: a cluster of 2 separate species, C6H12N3O in total, with ωB97M-V/def2-TZVPD.

The frontier orbital gap comes out at 9.8378 eV. Its total charge is +1. The calculation puts the LUMO energy at -3.56 eV. Its multiplicity is 1.

CARTESIAN COORDINATES (ANGSTROEM)
C (2.017, -0.056, 0.684)
C (2.121, 0.373, -0.440)
C (-1.737, -0.757, -0.970)
C (-1.754, 0.797, 0.932)
C (2.042, -0.605, 2.049)
C (2.090, 0.948, -1.775)
N (-0.936, -1.704, -1.419)
N (-1.059, 0.069, 0.053)
N (-3.053, 0.866, 1.089)
O (-2.863, -0.544, -1.226)
H (-0.986, 1.234, 1.617)
H (1.346, 0.003, 2.548)
H (3.077, -0.562, 2.359)
H (1.689, -1.649, 2.004)
H (1.062, 1.326, -1.971)
H (2.397, 0.192, -2.396)
H (2.692, 1.963, -2.095)
H (-1.195, -2.231, -2.220)
H (0.019, 0.197, 0.155)
H (-3.557, 0.366, 0.403)
H (-0.003, -1.745, -1.122)
H (-3.411, 1.518, 1.741)

Tell me which of them is the most stable. Sure, it is <iii>.